{"formula": "CH4N2O2", "method": "wB97M-V/def2-TZVPD", "charge": -2, "smiles": "[O-]NCN[O-]", "species": ["O", "N", "C", "N", "O", "H", "H", "H", "H"], "coordinates": [[1.89, -0.13, 1.59], [1.06, -0.49, 0.42], [0.18, 0.54, 0.04], [-0.44, 0.42, -1.35], [-1.86, 0.69, -1.33], [0.45, -1.17, 0.91], [0.82, 1.44, 0.00], [-0.69, 0.78, 0.64], [-0.35, -0.56, -1.64]]}

{"formula": "CH4N2O2", "method": "wB97M-V/def2-TZVPD", "charge": -2, "species": ["C", "N", "N", "O", "O", "H", "H", "H", "H"], "coordinates": [[1.12, -0.94, 0.02], [-1.62, -0.11, 0.02], [1.16, 0.33, 0.05], [-1.80, 1.46, -0.10], [2.33, 0.98, -0.13], [2.07, -1.59, 0.08], [-0.95, 1.69, 0.16], [0.15, -1.28, 0.41], [-2.45, -0.55, -0.50]]}

{"formula": "CH4N2O2", "method": "wB97M-V/def2-TZVPD", "smiles": "O/N=C/NO", "species": ["O", "N", "C", "N", "O", "H", "H", "H", "H"], "coordinates": [[2.19, -0.59, 0.01], [0.89, -0.62, 0.01], [0.14, 0.51, -0.18], [-1.16, 0.27, -0.01], [-1.74, -0.96, 0.08], [2.68, 0.20, 0.32], [0.30, 1.59, -0.28], [-1.51, 0.94, 0.78], [-1.79, -1.33, -0.74]]}

{"formula": "CH4N2O2", "method": "wB97M-V/def2-TZVPD", "smiles": "O/N=C\\NO", "species": ["O", "N", "C", "N", "O", "H", "H", "H", "H"], "coordinates": [[-0.98, 1.82, 0.57], [-1.30, 0.90, -0.52], [-0.32, -0.05, -0.64], [0.90, -0.34, 0.17], [1.34, -1.67, 0.05], [-2.06, 2.06, 0.78], [-0.47, -0.99, -1.24], [0.61, -0.20, 1.10], [2.27, -1.54, -0.27]]}

no.,orbital gap (eV)
1,5.75
2,5.30
3,8.89
4,10.12